Molecular formula: CH4INO
Method: DFT, wB97M-V/def2-TZVPD

XYZ file:
```
8
Properties=species:S:1:pos:R:3:forces:R:3
C -0.561 1.220 0.146 -1.5115 -3.0102 3.0520
N 0.942 -1.244 -0.049 -2.3882 -2.3512 1.2726
O 0.974 -0.105 0.525 0.0069 2.7300 0.6283
I -2.090 -0.060 -0.494 0.6533 0.9224 0.1994
H 0.128 1.577 -0.468 2.0753 1.7755 -3.1671
H -0.637 1.685 1.131 -0.3221 -0.3762 -0.3974
H 1.213 -1.369 -1.003 0.1055 0.5393 -0.8906
H 0.031 -1.704 0.211 1.3807 -0.2295 -0.6972
```
Forces are in eV/Å.

Its HOMO-LUMO gap (spin up / spin down) is 8.19 / 8.93 eV. As for the relative energy (zero: lowest compared OMol25 entry of this formula, charge and spin): 2.687 eV. The calculation puts the max |F| at 4.55 eV/A. The highest occupied orbital energy (spin up / spin down) comes out at -8.0 / -8.6 eV.